(1)
C14H38FeN2O11P | ωB97M-V/def2-TZVPD

Cartesian coordinates (Å):
Fe: -25.54 27.05 -16.27
P: -26.05 25.40 -17.77
O: -26.44 24.18 -18.59
O: -25.04 25.20 -16.66
O: -27.15 26.12 -16.86
O: -25.52 26.74 -18.30
C: -24.72 27.99 -12.54
C: -25.43 26.76 -13.06
C: -26.27 26.10 -11.95
O: -27.08 27.13 -11.26
C: -28.36 26.74 -10.74
N: -26.16 27.10 -14.22
H: -25.39 28.81 -12.29
H: -24.05 28.45 -13.28
H: -24.07 27.72 -11.71
H: -24.61 26.11 -13.38
H: -25.74 25.54 -11.19
H: -26.99 25.40 -12.39
H: -28.81 27.65 -10.34
H: -28.28 25.95 -9.99
H: -29.05 26.53 -11.55
H: -27.05 26.64 -14.07
H: -26.46 28.05 -14.05
C: -29.41 24.57 -14.76
C: -28.52 23.37 -14.81
O: -27.68 23.32 -13.66
O: -28.77 25.82 -14.86
H: -29.93 24.61 -13.81
H: -30.05 24.46 -15.64
H: -27.93 23.50 -15.72
H: -29.04 22.43 -14.99
H: -26.81 23.59 -13.95
H: -28.17 25.86 -15.60
C: -23.83 22.24 -15.95
C: -23.97 22.90 -14.57
O: -25.14 23.75 -14.50
O: -23.35 23.09 -16.87
H: -24.75 21.73 -16.23
H: -22.99 21.55 -16.00
H: -23.05 23.45 -14.34
H: -23.99 22.14 -13.79
H: -25.18 24.26 -15.31
H: -23.93 23.85 -17.03
C: -28.39 29.78 -13.30
O: -27.78 29.42 -14.51
C: -26.92 30.43 -15.12
C: -26.63 30.10 -16.55
N: -25.53 29.12 -16.68
C: -24.20 29.73 -16.36
C: -23.01 28.74 -16.39
O: -23.40 27.47 -15.91
C: -22.42 26.54 -15.95
H: -28.87 28.93 -12.81
H: -28.99 30.62 -13.63
H: -27.65 30.07 -12.55
H: -26.04 30.45 -14.48
H: -27.32 31.44 -15.17
H: -26.33 31.00 -17.09
H: -27.56 29.95 -17.11
H: -25.54 28.96 -17.68
H: -24.26 30.13 -15.34
H: -24.05 30.64 -16.94
H: -22.09 29.06 -15.90
H: -22.70 28.53 -17.42
H: -22.47 26.14 -16.97
H: -22.77 25.73 -15.31
H: -21.47 26.92 -15.57

The total energy comes out at -84312.421 eV. As for the largest force on an atom: 6.13 eV/A. The spin multiplicity is 6.

***

(2)
C14H38O13 | ωB97M-V/def2-TZVPD

Cartesian coordinates (Å):
C: 1.04 -1.45 -4.18
C: -0.28 -1.11 -3.56
C: -1.34 -2.22 -3.72
O: -1.83 -2.45 -2.41
C: -1.14 -1.71 -1.52
O: -1.32 -1.72 -0.35
O: -0.16 -1.01 -2.13
H: 0.92 -1.59 -5.26
H: 1.39 -2.42 -3.81
H: 1.84 -0.73 -4.00
H: -0.70 -0.17 -3.94
H: -0.90 -3.13 -4.14
H: -2.15 -1.95 -4.40
C: 1.51 -2.10 0.99
C: 2.89 -2.31 1.54
C: 3.05 -2.10 3.05
O: 3.89 -3.19 3.44
C: 3.94 -4.11 2.46
O: 4.51 -5.15 2.56
O: 3.32 -3.66 1.35
H: 1.23 -1.06 1.19
H: 0.76 -2.78 1.41
H: 1.50 -2.15 -0.10
H: 3.57 -1.64 1.00
H: 2.08 -2.08 3.55
H: 3.61 -1.20 3.29
C: 2.91 1.02 -1.71
O: 2.79 2.14 -0.86
H: 2.07 0.34 -1.57
H: 2.91 1.36 -2.75
H: 3.86 0.49 -1.56
H: 2.06 1.98 -0.25
C: -1.11 2.62 -2.43
O: -1.59 3.05 -1.14
H: -1.70 3.08 -3.22
H: -0.06 2.89 -2.51
H: -1.11 1.52 -2.46
H: -2.54 3.10 -1.24
C: -2.19 2.79 2.15
O: -3.16 2.09 2.92
H: -2.63 3.12 1.21
H: -1.84 3.71 2.64
H: -1.31 2.17 1.96
H: -2.71 1.79 3.72
C: -3.80 0.68 -1.72
O: -5.03 0.76 -1.00
H: -3.63 -0.35 -2.05
H: -3.85 1.33 -2.60
H: -3.03 1.03 -1.03
H: -5.57 -0.02 -1.18
C: -1.70 -0.62 2.81
O: -3.09 -0.89 2.90
H: -1.17 -1.56 2.83
H: -1.44 -0.07 1.90
H: -1.39 0.04 3.64
H: -3.56 -0.11 2.58
C: 1.97 2.29 2.72
O: 1.85 0.97 3.20
H: 1.06 2.66 2.25
H: 2.27 3.00 3.50
H: 2.74 2.37 1.95
H: 1.74 1.00 4.16
O: 0.28 1.15 0.12
H: -0.16 1.87 -0.34
H: -0.37 0.44 0.16

Its structure (SMILES) is C[C@H]1COC(=O)O1.C[C@H]1COC(=O)O1.CO.CO.CO.CO.CO.CO.O. The total energy comes out at -41749.805 eV. As for the largest force on an atom: 0.94 eV/A.

***

(3)
C14H38P2S | ωB97M-V/def2-TZVPD

Cartesian coordinates (Å):
C: 1.11 2.28 1.29
P: 1.73 1.05 2.57
C: 1.18 -0.46 1.55
P: 2.29 2.79 3.92
S: 0.74 3.14 5.07
H: 0.79 3.23 1.73
H: 1.92 2.48 0.59
H: 0.25 1.86 0.77
H: 3.08 0.56 2.67
H: 0.83 0.64 3.61
H: 1.73 -0.55 0.61
H: 0.12 -0.29 1.32
H: 1.20 -1.38 2.15
H: 3.41 2.41 4.72
H: 2.62 3.88 3.06
C: 1.19 -4.62 1.27
C: -0.12 -4.31 0.56
C: -1.33 -4.28 1.50
C: -1.63 -5.60 2.21
C: -1.88 -6.79 1.28
C: -3.09 -6.61 0.37
H: 1.18 -5.61 1.73
H: 2.02 -4.59 0.57
H: 1.39 -3.89 2.06
H: -0.28 -5.04 -0.24
H: -0.03 -3.33 0.08
H: -2.21 -3.96 0.93
H: -1.16 -3.51 2.26
H: -2.51 -5.46 2.84
H: -0.81 -5.85 2.89
H: -2.03 -7.68 1.89
H: -0.99 -6.99 0.67
H: -3.99 -6.45 0.95
H: -3.24 -7.50 -0.25
H: -2.96 -5.76 -0.31
C: 0.84 2.04 -3.19
C: 1.22 3.48 -3.49
C: 0.97 4.43 -2.32
C: -0.49 4.56 -1.89
C: -1.46 5.01 -2.98
C: -1.15 6.41 -3.53
H: -0.23 1.94 -2.99
H: 1.07 1.39 -4.04
H: 1.38 1.66 -2.32
H: 0.69 3.82 -4.38
H: 2.29 3.51 -3.74
H: 1.36 5.42 -2.58
H: 1.55 4.10 -1.46
H: -0.54 5.27 -1.06
H: -0.84 3.60 -1.49
H: -2.47 5.02 -2.57
H: -1.47 4.29 -3.81
H: -1.17 7.15 -2.73
H: -1.89 6.70 -4.28
H: -0.17 6.45 -4.00

Its structure (SMILES) is C[PH2](C)[PH2]=S.CCCCCC.CCCCCC. The total energy comes out at -44545.591 eV. As for the largest force on an atom: 1.85 eV/A.

***

(4)
C14H39N3O4 | ωB97M-V/def2-TZVPD

Cartesian coordinates (Å):
C: -0.74 -7.18 0.04
O: -1.17 -6.02 -0.64
C: -2.07 -5.12 0.12
C: -2.38 -3.93 -0.67
C: -1.13 -3.21 -1.17
N: -3.12 -2.91 0.06
H: -0.17 -6.89 0.92
H: -0.18 -7.61 -0.79
H: -1.52 -7.91 0.22
H: -2.99 -5.52 0.55
H: -1.52 -4.68 0.95
H: -3.05 -4.19 -1.48
H: -0.40 -3.77 -1.76
H: -0.61 -2.96 -0.25
H: -1.39 -2.35 -1.78
H: -3.37 -2.18 -0.59
H: -3.99 -3.20 0.48
C: -0.87 4.91 2.98
O: -0.13 4.86 4.20
C: 1.28 4.51 4.08
C: 1.94 3.80 5.34
C: 3.41 3.51 5.02
N: 1.33 2.52 5.59
H: -0.87 3.89 2.59
H: -0.40 5.64 2.33
H: -1.91 5.09 3.25
H: 1.47 3.96 3.16
H: 1.68 5.44 3.67
H: 1.83 4.51 6.16
H: 4.02 4.40 4.86
H: 3.47 2.88 4.14
H: 3.91 2.99 5.84
H: 0.39 2.84 5.75
H: 1.19 1.95 4.76
C: -0.16 -1.38 -4.86
O: 1.17 -1.61 -4.43
C: 1.52 -0.62 -3.43
C: 1.22 0.86 -3.85
C: 1.98 1.44 -5.15
N: 1.46 1.75 -2.74
H: -0.41 -0.43 -5.33
H: -0.82 -1.45 -3.99
H: -0.45 -2.20 -5.53
H: 1.07 -0.97 -2.50
H: 2.58 -0.85 -3.36
H: 0.15 1.01 -4.03
H: 1.47 1.14 -6.07
H: 3.04 1.19 -5.11
H: 1.83 2.51 -5.12
H: 2.45 1.73 -2.57
H: 1.10 2.65 -3.03
C: -1.47 0.40 1.25
C: -1.35 1.04 -0.09
O: -0.27 1.93 -0.33
H: -0.82 -0.47 1.34
H: -2.50 0.06 1.30
H: -1.42 1.07 2.10
H: -2.28 1.36 -0.55
H: -1.22 0.13 -0.69
H: 0.18 1.67 -1.14

Its structure (SMILES) is COC[C@H](C)N.COC[C@H](C)N.COC[C@H](C)N.CCO. Its relative energy (zero: lowest compared OMol25 entry of this formula, charge and spin) is 1.8399 eV. The total energy comes out at -27806.629 eV. As for the largest force on an atom: 3.16 eV/A.

***

(5)
C14H39N7O2P2 | ωB97M-V/def2-TZVPD

Cartesian coordinates (Å):
C: -4.15 -3.68 -4.17
N: -2.99 -3.94 -5.03
C: -2.29 -5.20 -4.83
P: -2.68 -2.72 -6.24
O: -3.74 -1.65 -6.43
N: -1.09 -2.08 -5.86
C: 0.09 -3.01 -5.82
C: -0.94 -0.91 -5.01
N: -2.39 -3.58 -7.70
C: -1.57 -2.96 -8.76
C: -3.46 -4.48 -8.21
H: -4.93 -4.43 -4.30
H: -4.51 -2.68 -4.44
H: -3.77 -3.66 -3.15
H: -2.48 -5.62 -3.85
H: -1.22 -5.00 -4.86
H: -2.55 -6.01 -5.51
H: 0.11 -3.47 -4.83
H: 0.09 -3.72 -6.65
H: 0.89 -2.29 -6.00
H: -0.04 -0.92 -4.40
H: -1.17 -0.04 -5.62
H: -1.70 -1.01 -4.23
H: -0.57 -2.68 -8.41
H: -1.57 -3.66 -9.59
H: -2.14 -2.10 -9.11
H: -4.37 -3.95 -8.48
H: -3.70 -5.24 -7.47
H: -3.15 -5.00 -9.12
C: 5.55 2.15 5.49
N: 4.28 2.78 5.55
C: 3.86 3.64 4.46
P: 3.18 2.21 6.77
O: 3.84 1.44 7.85
N: 2.45 3.73 7.34
C: 2.27 3.90 8.80
C: 1.55 4.69 6.55
N: 2.04 1.48 5.84
C: 2.36 0.58 4.73
C: 0.69 1.29 6.37
H: 6.35 2.65 4.95
H: 5.45 1.20 4.95
H: 5.96 1.89 6.46
H: 3.26 4.50 4.75
H: 3.30 3.08 3.71
H: 4.70 4.04 3.90
H: 1.94 4.89 9.10
H: 1.36 3.32 8.96
H: 3.18 3.57 9.32
H: 0.99 4.10 5.82
H: 0.78 5.19 7.13
H: 2.20 5.42 6.08
H: 2.12 -0.48 4.83
H: 1.85 1.02 3.87
H: 3.43 0.60 4.51
H: 0.45 2.17 6.97
H: 0.48 0.41 6.97
H: 0.00 1.22 5.53
C: -3.04 3.65 0.06
C: -3.04 2.21 0.21
N: -3.04 1.09 0.31
H: -3.01 4.25 0.98
H: -3.70 4.00 -0.73
H: -2.03 3.83 -0.32

Its structure (SMILES) is CN(C)P(=O)(N(C)C)N(C)C.CN(C)P(=O)(N(C)C)N(C)C.CC#N. Its relative energy (zero: lowest compared OMol25 entry of this formula, charge and spin) is 2.6620 eV. The total energy comes out at -48254.032 eV. As for the largest force on an atom: 3.40 eV/A.

***

(6)
C14H39NO6 | ωB97M-V/def2-TZVPD

Cartesian coordinates (Å):
C: -7.37 2.70 1.37
O: -6.59 1.45 1.72
C: -7.38 0.35 1.97
C: -6.58 -1.02 1.98
N: -5.77 -1.26 0.77
C: -4.94 -2.46 1.07
C: -3.73 -2.42 0.14
O: -3.02 -1.32 0.76
C: -1.68 -1.25 0.33
H: -6.68 3.54 1.31
H: -8.08 3.05 2.12
H: -8.06 2.71 0.53
H: -8.14 0.19 1.20
H: -8.01 0.53 2.84
H: -7.29 -1.82 2.22
H: -5.98 -0.93 2.89
H: -5.08 -0.55 0.59
H: -5.40 -3.42 0.84
H: -4.43 -2.44 2.03
H: -3.99 -2.20 -0.90
H: -3.10 -3.30 0.21
H: -1.12 -2.19 0.41
H: -1.18 -0.55 0.99
H: -1.56 -0.91 -0.70
C: 2.57 -5.04 2.65
C: 3.73 -5.01 3.74
O: 3.69 -5.95 4.78
H: 1.68 -4.90 3.26
H: 2.50 -5.97 2.10
H: 2.60 -4.23 1.92
H: 3.87 -4.05 4.24
H: 4.70 -5.27 3.31
H: 4.46 -5.84 5.33
C: 2.46 -0.73 0.44
C: 1.70 0.00 -0.64
O: 2.14 1.29 -1.07
H: 3.54 -0.83 0.34
H: 2.12 -1.76 0.50
H: 2.18 -0.37 1.43
H: 0.66 0.14 -0.35
H: 1.65 -0.62 -1.54
H: 2.88 1.18 -1.67
C: 1.82 3.89 -3.96
C: 2.96 4.83 -3.46
O: 4.14 4.46 -4.13
H: 0.83 4.30 -3.75
H: 1.84 2.87 -3.57
H: 1.87 3.92 -5.05
H: 2.93 4.63 -2.39
H: 2.64 5.84 -3.71
H: 4.93 4.91 -3.84
C: 6.63 2.75 -2.20
C: 5.30 1.95 -2.17
O: 4.91 1.94 -3.51
H: 6.44 3.75 -2.59
H: 7.41 2.33 -2.83
H: 6.88 2.78 -1.13
H: 4.60 2.58 -1.63
H: 5.32 0.94 -1.76
H: 4.61 2.79 -3.82

Its structure (SMILES) is COCCNCCOC.CCO.CCO.CCO.CCO. Its relative energy (zero: lowest compared OMol25 entry of this formula, charge and spin) is 2.2445 eV. The total energy comes out at -28920.851 eV. As for the largest force on an atom: 3.29 eV/A.

***

(7)
C14H40B3MgO6S2 | ωB97M-V/def2-TZVPD

Cartesian coordinates (Å):
Mg: 2.33 0.24 0.26
B: 2.46 2.29 0.56
H: 2.79 3.19 1.05
H: 1.94 1.66 1.27
H: 1.78 2.54 -0.24
H: 3.33 1.75 0.21
B: 0.45 -0.34 0.16
H: 0.67 -0.18 1.20
H: -0.47 -0.89 0.00
H: 0.41 0.62 -0.33
H: 1.21 -1.00 -0.22
B: 3.41 -1.17 1.18
H: 4.03 -1.79 1.81
H: 3.94 -0.31 0.81
H: 3.05 -1.66 0.29
H: 2.54 -0.77 1.66
C: -2.13 -2.18 3.26
C: -1.53 -1.98 4.62
O: -2.05 -2.46 5.65
C: -0.26 -1.12 4.70
H: -1.41 -2.00 2.46
H: -2.84 -1.35 3.19
H: -2.74 -3.08 3.30
H: -0.59 -0.13 5.00
H: 0.35 -1.23 3.81
H: 0.39 -1.50 5.49
C: -2.20 -4.68 0.42
C: -0.77 -4.69 0.72
O: -0.37 -5.35 1.64
C: 0.11 -3.95 -0.17
H: -2.77 -5.27 1.14
H: -2.34 -5.26 -0.50
H: -2.59 -3.66 0.45
H: -0.46 -3.12 -0.59
H: 0.36 -4.54 -1.05
H: 1.06 -3.65 0.25
C: -3.07 2.88 -1.07
C: -3.39 4.01 -0.06
C: -2.71 3.77 1.23
S: -1.42 2.48 1.00
O: -1.42 1.65 2.18
O: -0.18 3.13 0.50
C: -2.38 1.71 -0.37
H: -2.47 3.35 -1.85
H: -3.99 2.54 -1.55
H: -4.46 4.05 0.12
H: -3.22 5.00 -0.48
H: -3.38 3.54 2.06
H: -2.19 4.62 1.68
H: -3.13 1.05 0.06
H: -1.69 1.07 -0.92
C: 1.31 1.99 -3.85
C: 0.77 0.68 -4.45
C: 1.42 -0.53 -3.73
S: 3.02 0.13 -2.95
O: 4.15 -0.55 -3.56
O: 2.87 0.06 -1.52
C: 2.79 1.85 -3.66
H: 0.88 2.13 -2.86
H: 1.13 2.91 -4.41
H: 1.03 0.61 -5.51
H: -0.32 0.62 -4.41
H: 1.64 -1.31 -4.46
H: 0.73 -0.74 -2.91
H: 3.29 1.71 -4.62
H: 3.29 2.62 -3.08

The total energy comes out at -56584.387 eV. As for the largest force on an atom: 5.31 eV/A. The spin multiplicity is 2.